{"formula": "C4H14N2", "method": "wB97M-V/def2-TZVPD", "lumo_ev": -7.10, "e_tot_ha": -269.599561, "smiles": "C[C@@H]([NH3+])CC[NH3+]", "gap_ev": 12.83, "charge": 2, "symbols": ["N", "N", "C", "C", "C", "C", "H", "H", "H", "H", "H", "H", "H", "H", "H", "H", "H", "H", "H", "H"], "xyz": [[-2.560, 0.264, 0.866], [2.083, -0.947, 0.472], [1.025, 0.210, -1.672], [0.885, -0.653, -0.389], [-1.368, 0.730, 0.003], [0.078, 0.435, 0.554], [0.160, 0.356, 1.699], [1.895, -0.407, 1.465], [3.014, -0.817, 0.104], [1.367, -0.411, -2.550], [-2.206, 0.231, 1.802], [-3.313, 1.013, 0.826], [-1.510, 0.137, -0.957], [-1.462, 1.901, -0.072], [1.468, 1.111, -1.646], [-0.056, 0.249, -2.034], [1.984, -2.045, 0.778], [0.712, 1.381, 0.515], [-3.039, -0.568, 0.400], [0.612, -1.682, -0.681]], "atomic_forces_ev_per_a": [[-1.0437, 1.1467, -2.3142], [-1.2098, -2.1413, 4.4266], [-2.5452, -5.7599, -2.1063], [-0.2293, 2.5655, 0.3533], [0.2961, 1.2583, -0.6028], [-0.0422, -0.2638, 0.4965], [-0.7364, -0.9069, -1.3115], [1.4909, -1.5938, -3.0623], [0.4876, 0.3252, -0.1635], [0.4853, 0.6668, 1.0342], [-0.5118, -0.9498, 1.0454], [1.0239, -0.8879, 0.2487], [0.1331, 1.5077, 1.0636], [-0.0769, -2.5135, -0.3869], [1.5092, 3.0947, 0.4253], [1.3754, 0.6340, 0.5314], [0.7451, 3.2643, -0.8615], [-0.8690, -1.0518, -0.7564], [1.0026, 0.7432, 1.6188], [-1.2850, 0.8622, 0.3215]], "nbo_charge": [-0.702, -0.720, -0.633, -0.059, -0.248, -0.479, 0.235, 0.469, 0.469, 0.267, 0.454, 0.472, 0.245, 0.276, 0.241, 0.236, 0.477, 0.271, 0.477, 0.252]}